Entry from the OMol25 dataset: a cluster of 6 separate species, C15H40ClO19S5 in total at a distorted geometry (ωB97M-V/def2-TZVPD).

Cartesian coordinates (Å):
Cl  -11.0809  -6.7941  39.1250
O  -12.2663  -6.0727  39.4811
O  -10.1443  -6.6973  40.2348
O  -11.3831  -8.1826  38.8699
O  -10.5187  -6.1268  37.9938
O  -14.0670  -3.2353  33.4916
S  -13.0194  -4.2480  33.2810
O  -12.8007  -4.8638  31.9729
O  -11.5321  -3.7076  33.9086
C  -10.9440  -2.5932  33.2407
C  -9.7037  -2.1504  34.0915
C  -13.3310  -5.5343  34.5323
H  -11.7298  -1.8427  33.1550
H  -10.6507  -2.7779  32.2073
H  -8.7440  -2.5647  33.7825
H  -9.9666  -2.4779  35.0973
H  -9.7440  -1.0612  34.1011
H  -12.5509  -6.2773  34.3665
H  -14.2324  -6.0734  34.2409
H  -13.3928  -5.0793  35.5209
O  -11.6976  1.2472  40.3575
S  -10.7138  0.1542  40.1853
O  -9.3953  0.3935  39.7417
O  -10.6531  -0.7493  41.6412
C  -9.7951  -1.8660  41.7918
C  -9.7027  -2.2168  43.3357
C  -11.3722  -1.1184  39.1084
H  -8.8146  -1.5478  41.4376
H  -10.1809  -2.6840  41.1834
H  -10.6809  -2.5767  43.6549
H  -9.4643  -1.4299  44.0512
H  -8.9757  -3.0215  43.4453
H  -11.6762  -0.6500  38.1723
H  -12.2167  -1.4978  39.6836
H  -10.6484  -1.9142  38.9323
O  -4.7597  -6.9495  33.4577
S  -6.1418  -6.4985  33.1035
O  -6.3693  -5.3196  32.2161
O  -7.0952  -7.8257  32.5942
C  -8.4448  -7.6318  32.2212
C  -9.2769  -8.6111  33.0666
C  -7.0485  -6.2938  34.6934
H  -8.4833  -7.9555  31.1811
H  -8.7292  -6.6060  32.4558
H  -8.7718  -9.5507  33.2908
H  -10.2492  -8.8604  32.6416
H  -9.4477  -8.2242  34.0712
H  -8.1177  -6.1949  34.5058
H  -6.6467  -5.3680  35.1053
H  -6.8417  -7.1032  35.3935
O  -13.9096  -13.8401  35.1538
S  -13.7141  -12.5583  35.8047
O  -13.5111  -11.3459  34.9659
O  -14.9425  -12.3354  36.8779
C  -15.1485  -11.0565  37.3938
C  -15.5598  -11.1166  38.8591
C  -12.3787  -12.7386  36.9653
H  -16.0427  -10.6165  36.9524
H  -14.2736  -10.4168  37.2771
H  -14.8116  -11.6708  39.4259
H  -16.4755  -11.7008  38.9500
H  -15.5349  -10.1623  39.3853
H  -11.5153  -12.2559  36.5074
H  -12.2699  -13.8005  37.1861
H  -12.7517  -12.2309  37.8548
O  -4.9011  -6.2298  42.7982
S  -4.5946  -7.3663  41.9311
O  -3.2105  -7.7810  41.6767
O  -5.4969  -8.6724  42.4459
C  -6.6577  -8.4398  43.2093
C  -6.4076  -9.1731  44.4734
C  -5.3530  -6.9352  40.2597
H  -7.4936  -8.8391  42.6349
H  -6.8233  -7.4310  43.5874
H  -5.4893  -8.7724  44.9028
H  -6.2280  -10.2146  44.2066
H  -7.2548  -9.1273  45.1576
H  -5.1033  -7.8750  39.7672
H  -4.8537  -6.0719  39.8198
H  -6.4170  -6.7008  40.2910

Properties
F_max	0.0799	Eh/bohr
orbital gap	8.7	eV
charge	-1
energy above the lowest of the compared OMol25 structures with the same formula, charge and spin	84.7	kcal per mole
2S+1	1